No. 1
DFT (ωB97M-V/def2-TZVPD) results for a 2-piece molecular cluster, C3H3FO2 overall.

As for the energy above the lowest of the compared OMol25 structures with the same formula, charge and spin: 363.2 kJ/mol. As for the gap between HOMO and LUMO: 10.313 eV.

Each line ends with the Mulliken charge.
Geometry (Å):
C 1.75 0.07 -0.12  0.4774
C -1.17 -0.13 0.58  -0.1927
C -0.38 0.03 -0.68  -0.2649
O 2.40 -0.75 0.35  -0.3215
O -1.01 -1.20 -0.36  -0.3599
F 2.00 1.32 -0.45  -0.1818
H -0.64 -0.41 1.42  0.2530
H -2.19 0.34 0.57  0.2195
H -0.77 0.72 -1.29  0.3710


No. 2
DFT (ωB97M-V/def2-TZVPD) results for one molecule with the formula C3H3FO2.

As for the energy above the lowest of the compared OMol25 structures with the same formula, charge and spin: 128.7 kJ/mol. As for the gap between HOMO and LUMO: 9.285 eV. The SMILES is O=C/C(F)=C/O.

Each line ends with the Mulliken charge.
Geometry (Å):
O -2.07 1.73 0.61  -0.4933
C -1.44 0.71 0.43  -0.0309
C -0.04 0.62 0.12  0.4769
F 0.71 1.73 0.06  -0.2478
C 0.62 -0.66 -0.23  -0.1584
O 1.91 -0.70 -0.53  -0.4246
H -1.92 -0.29 0.49  0.2348
H 0.02 -1.55 -0.19  0.2803
H 2.20 -1.60 -0.76  0.3629


No. 3
DFT (ωB97M-V/def2-TZVPD) results for C3H3FO3Pt as an isolated structure.

As for the multiplicity: 3. As for the energy above the lowest of the compared OMol25 structures with the same formula, charge and spin: 71.7 kJ/mol. As for the gap between HOMO and LUMO (alpha / beta): 6.525 / 6.956 eV.

Each line ends with the Mulliken charge.
Geometry (Å):
C -0.03 -1.19 0.29  -0.1014
C -0.95 -0.38 -0.53  -0.3345
O -1.43 0.94 0.26  -0.2082
C -0.55 1.80 0.79  -0.0312
O 0.52 1.96 0.12  -0.4301
O 0.75 -0.46 1.19  -0.5274
Pt 1.85 0.75 0.27  1.1412
F 2.45 -0.32 -0.87  -0.4485
H -0.33 -2.21 0.60  0.3637
H -1.87 -0.93 -0.72  0.3112
H -0.40 0.03 -1.39  0.2650


No. 4
DFT (ωB97M-V/def2-TZVPD) results for one molecule with the formula C3H3FOS.

As for the energy above the lowest of the compared OMol25 structures with the same formula, charge and spin: 67.1 kJ/mol. As for the gap between HOMO and LUMO: 9.498 eV. The SMILES is O=C(S)/C=C\F.

Each line ends with the Mulliken charge.
Geometry (Å):
O -2.09 0.66 0.05  -0.5234
C -0.98 0.17 -0.01  0.5121
S -0.82 -1.70 -0.05  -0.2705
C 0.29 0.80 -0.06  -0.4150
C 1.49 0.23 0.05  0.1715
F 1.70 -1.05 0.05  -0.1929
H -2.16 -1.89 0.29  0.1651
H 0.13 1.87 -0.16  0.2864
H 2.43 0.91 -0.15  0.2666


No. 5
DFT (ωB97M-V/def2-TZVPD) results for one molecule with the formula C3H3FOS.

As for the energy above the lowest of the compared OMol25 structures with the same formula, charge and spin: 22.9 kJ/mol. As for the gap between HOMO and LUMO: 10.216 eV. The SMILES is O=C(S)/C=C\F.

Each line ends with the Mulliken charge.
Geometry (Å):
O 0.43 1.33 1.92  -0.5018
C 0.19 0.95 0.81  0.4988
S -0.09 2.17 -0.43  -0.1818
C 0.14 -0.48 0.51  -0.4384
C -0.13 -1.19 -0.56  0.1576
F -0.45 -0.69 -1.75  -0.2315
H -0.31 1.29 -1.39  0.1215
H 0.33 -1.08 1.39  0.2851
H -0.11 -2.30 -0.50  0.2905


No. 6
DFT (ωB97M-V/def2-TZVPD) results for a 2-piece molecular cluster, C3H3FOS overall.

As for the energy above the lowest of the compared OMol25 structures with the same formula, charge and spin: 288.3 kJ/mol. As for the gap between HOMO and LUMO (alpha / beta): 7.668 / 7.670 eV.

Each line ends with the Mulliken charge.
Geometry (Å):
C -0.99 -1.14 -0.01  0.1937
C 0.30 1.03 -0.37  -0.3579
C 0.54 0.23 0.74  -0.0583
O -2.01 -0.74 -0.43  -0.3091
F 1.68 -0.46 0.76  -0.2341
S 1.35 1.17 -1.68  -0.2130
H -0.39 -2.05 0.01  0.3195
H -0.69 1.31 -0.75  0.3413
H 0.20 0.64 1.72  0.3179


No. 7
DFT (ωB97M-V/def2-TZVPD) results for one molecule with the formula C3H3FOS2.

As for the energy above the lowest of the compared OMol25 structures with the same formula, charge and spin: 77.0 kJ/mol. As for the gap between HOMO and LUMO: 7.928 eV. The SMILES is O=C(S)C(=S)CF.

Each line ends with the Mulliken charge.
Geometry (Å):
O 0.07 1.70 0.27  -0.4710
C 0.09 0.63 0.79  0.6395
S 0.64 0.33 2.46  -0.2120
C -0.39 -0.60 0.04  0.0590
S -1.16 -1.83 0.75  -0.1897
C -0.18 -0.50 -1.46  -0.2194
F 1.11 -0.12 -1.71  -0.2751
H 1.06 1.61 2.63  0.1608
H -0.87 0.28 -1.83  0.2048
H -0.36 -1.48 -1.94  0.3031


No. 8
DFT (ωB97M-V/def2-TZVPD) results for a 3-piece molecular cluster, C3H3FS overall.

As for the energy above the lowest of the compared OMol25 structures with the same formula, charge and spin: 387.1 kJ/mol. As for the gap between HOMO and LUMO: 8.160 eV.

Each line ends with the Mulliken charge.
Geometry (Å):
C -0.23 0.30 1.31  -0.0429
C -0.79 0.53 0.07  -0.1136
C -0.38 -0.68 -0.96  -0.2667
H 0.80 -0.61 1.75  0.2715
H -1.69 1.63 -0.15  0.2588
H -1.14 -1.24 -1.58  0.2941
F -0.87 1.19 2.18  -0.2275
S 1.14 -0.71 -1.39  -0.1736


No. 9
DFT (ωB97M-V/def2-TZVPD) results for C3H3FS2 as an isolated structure.

As for the energy above the lowest of the compared OMol25 structures with the same formula, charge and spin: 105.0 kJ/mol. As for the gap between HOMO and LUMO: 8.141 eV.

Each line ends with the Mulliken charge.
Geometry (Å):
C -0.70 0.84 0.17  -0.1008
C -1.93 1.26 0.13  0.0667
C -0.34 -0.60 -0.01  -0.5237
F -2.50 2.42 0.26  -0.1763
S -3.24 -0.53 -0.40  -0.1530
S -1.77 -1.66 0.44  -0.0637
H 0.13 1.51 0.33  0.3362
H -0.04 -0.81 -1.04  0.2966
H 0.45 -0.89 0.67  0.3181


No. 10
DFT (ωB97M-V/def2-TZVPD) results for C3H3HgO as an isolated structure.

The net charge is +1. As for the energy above the lowest of the compared OMol25 structures with the same formula, charge and spin: 0.0 kJ/mol. As for the gap between HOMO and LUMO (alpha / beta): 8.278 / 8.277 eV.

Each line ends with the Mulliken charge.
Geometry (Å):
H -1.61 0.88 -0.38  0.2564
O 0.84 1.66 -0.31  -0.3395
C -1.34 -0.10 0.01  -0.6044
C -0.06 -0.49 0.06  0.0173
C 1.08 0.47 -0.15  0.6243
H -2.14 -0.75 0.37  0.2679
H 0.21 -1.49 0.41  0.2619
Hg 3.04 -0.18 -0.01  0.5161